{"formula": "C40H40F3N4O3P2S3Si2Y", "method": "ωB97M-V/def2-TZVPD", "symbols": ["Y", "C", "Si", "C", "C", "N", "P", "C", "P", "N", "Si", "C", "C", "C", "C", "C", "C", "C", "C", "C", "C", "C", "C", "C", "C", "C", "C", "C", "C", "C", "C", "C", "C", "C", "C", "C", "C", "C", "H", "H", "H", "H", "H", "H", "H", "H", "H", "H", "H", "H", "H", "H", "H", "H", "H", "H", "H", "H", "H", "H", "H", "H", "H", "H", "H", "H", "H", "H", "H", "H", "H", "H", "H", "H", "H", "H", "S", "C", "C", "C", "C", "N", "C", "C", "C", "S", "C", "N", "H", "H", "F", "C", "F", "F", "S", "O", "O", "O"], "positions_angstrom": [[-0.51431, -0.14265, 0.15126], [-0.36420, 0.38466, 4.68153], [-0.15106, -1.20721, 3.70391], [0.88546, -2.37680, 4.77557], [-1.80696, -2.02804, 3.43914], [0.55911, -0.92877, 2.15445], [2.02683, -0.46748, 1.66490], [1.96734, 0.14190, 0.12315], [2.03385, -0.64801, -1.34297], [0.57454, -0.68861, -2.04095], [-0.03081, -0.39940, -3.61096], [0.82280, -1.39198, -4.97836], [0.00891, 1.41084, -4.11880], [-1.80697, -1.06375, -3.60266], [2.60607, -2.39349, -1.28088], [3.95339, -2.73247, -1.18947], [4.34476, -4.05879, -1.09608], [3.38639, -5.06502, -1.08320], [2.04041, -4.73665, -1.16242], [1.65214, -3.40712, -1.26596], [3.28989, 0.12518, -2.43794], [3.69651, 1.42399, -2.14854], [4.60039, 2.08257, -2.97175], [5.11899, 1.43755, -4.08615], [4.73632, 0.13251, -4.37005], [3.82560, -0.51802, -3.55086], [2.60704, 0.84166, 2.81481], [3.26283, 0.56633, 4.01000], [3.54474, 1.58164, 4.91554], [3.16367, 2.88602, 4.63574], [2.51237, 3.17161, 3.44126], [2.24374, 2.15712, 2.53614], [3.24860, -1.79208, 1.95093], [2.84985, -3.10978, 2.12591], [3.79458, -4.10869, 2.32409], [5.14427, -3.79446, 2.35269], [5.55506, -2.47955, 2.15799], [4.60968, -1.48874, 1.94824], [-0.79253, 0.17881, 5.66760], [-1.02877, 1.06956, 4.15592], [0.59891, 0.88335, 4.82378], [0.43817, -2.44795, 5.77194], [1.91722, -2.03925, 4.89288], [0.91400, -3.38182, 4.35045], [-2.33590, -2.14353, 4.39068], [-1.67471, -3.01995, 2.99763], [-2.44360, -1.44296, 2.77317], [1.78682, -0.97780, -5.27452], [0.17745, -1.38256, -5.86258], [0.96546, -2.43242, -4.67778], [1.02103, 1.70819, -4.41006], [-0.31255, 2.05674, -3.29995], [-0.65696, 1.58840, -4.96852], [-1.63799, -2.23183, -2.04773], [-2.14087, -1.19918, -4.63816], [-2.54986, -0.40927, -3.13590], [4.70482, -1.95000, -1.19245], [5.39642, -4.30805, -1.02075], [3.69112, -6.10220, -1.00698], [1.28824, -5.51586, -1.15426], [0.60502, -3.14295, -1.36193], [3.28958, 1.89998, -1.26307], [4.90209, 3.09748, -2.74310], [5.82581, 1.94769, -4.72994], [5.14783, -0.37714, -5.23326], [3.53606, -1.53814, -3.76927], [3.55561, -0.44991, 4.24375], [4.05201, 1.35048, 5.84452], [3.37014, 3.67713, 5.34636], [2.20633, 4.18624, 3.21826], [1.74324, 2.37188, 1.59849], [1.79364, -3.34582, 2.09522], [3.47312, -5.13532, 2.45116], [5.87996, -4.57404, 2.51233], [6.60970, -2.23136, 2.16523], [4.92421, -0.46263, 1.79082], [-2.18470, 1.40569, 1.58539], [-3.78127, 1.06011, 0.69018], [-4.86646, 2.00019, 1.05832], [-5.83713, 1.62836, 1.93255], [-6.78993, 2.62981, 2.33392], [-7.54508, 3.44158, 2.64231], [-5.96880, 0.29240, 2.41795], [-5.15133, -0.67848, 1.80343], [-4.20466, -0.36716, 0.86421], [-3.63405, -1.61846, -0.18503], [-6.95628, -0.08091, 3.35313], [-7.75730, -0.39313, 4.12906], [-4.83818, 3.00784, 0.67017], [-5.31884, -1.72466, 2.03137], [-0.98095, 2.68522, -0.91861], [-2.31802, 2.89389, -1.06610], [-2.69603, 3.86949, -0.24115], [-2.46899, 3.36949, -2.31830], [-3.22158, 1.22956, -1.06093], [-4.31852, 1.46030, -2.02027], [-1.82621, -2.36151, -2.99290], [-1.98627, -1.64818, -0.18649]], "forces_ev_per_angstrom": [[-0.01, -0.36, 0.13], [0.14, -0.10, 0.01], [-0.13, 0.08, -0.06], [-0.03, 0.05, -0.03], [0.04, -0.05, 0.10], [0.05, 0.02, -0.20], [-0.08, 0.10, 0.29], [0.04, -0.12, -0.21], [-0.15, -0.15, -0.21], [0.21, 0.54, 0.46], [-0.20, -0.37, -0.06], [0.00, 0.09, 0.00], [0.04, -0.04, 0.01], [0.07, -0.01, 0.01], [0.02, 0.14, -0.02], [0.09, 0.01, 0.03], [-0.03, -0.02, 0.01], [-0.01, 0.03, 0.00], [0.02, -0.01, 0.00], [-0.02, 0.02, -0.04], [-0.06, 0.06, 0.03], [-0.02, 0.05, -0.03], [-0.02, -0.04, -0.01], [0.01, -0.01, 0.00], [0.02, 0.03, -0.02], [-0.03, 0.00, 0.02], [0.00, -0.05, -0.05], [0.02, 0.01, 0.07], [-0.01, 0.02, -0.03], [-0.01, -0.01, -0.03], [0.02, 0.00, 0.04], [-0.01, 0.01, -0.01], [0.08, 0.01, 0.00], [-0.01, -0.01, -0.01], [0.00, -0.01, -0.02], [0.03, 0.01, 0.00], [-0.06, -0.05, -0.02], [0.04, -0.01, 0.01], [0.00, 0.00, -0.02], [-0.06, 0.01, -0.04], [-0.03, 0.01, 0.04], [0.00, 0.01, -0.01], [0.02, 0.02, 0.02], [0.00, -0.03, -0.01], [0.00, -0.02, -0.02], [-0.03, 0.02, -0.03], [0.01, 0.02, 0.00], [0.04, 0.02, 0.02], [0.01, -0.03, 0.00], [-0.03, 0.00, 0.03], [-0.01, 0.01, 0.03], [0.00, 0.00, -0.04], [0.02, 0.01, -0.01], [-0.20, 0.05, 0.03], [-0.01, -0.01, 0.03], [-0.01, 0.06, 0.04], [-0.01, -0.02, 0.01], [0.01, 0.00, 0.00], [-0.01, -0.01, 0.00], [-0.01, 0.00, 0.00], [0.00, -0.04, 0.00], [0.01, -0.01, 0.01], [0.00, 0.01, 0.01], [0.00, 0.00, 0.00], [0.00, -0.01, 0.00], [-0.02, -0.01, -0.03], [-0.01, -0.01, 0.01], [0.00, -0.01, 0.00], [0.00, 0.01, 0.00], [0.00, 0.00, 0.00], [0.00, 0.00, 0.01], [-0.02, 0.00, 0.03], [0.00, 0.00, 0.00], [0.00, 0.00, 0.00], [0.01, 0.00, 0.00], [0.00, 0.00, -0.01], [0.16, 0.01, 0.03], [-0.07, 0.30, 0.11], [0.06, -0.07, -0.07], [0.00, 0.04, 0.00], [-0.04, 0.05, 0.00], [-0.01, 0.02, 0.01], [0.08, -0.07, -0.04], [0.06, -0.01, -0.08], [-0.04, 0.07, 0.16], [-0.02, -0.26, -0.37], [-0.05, 0.05, 0.07], [-0.02, -0.04, 0.00], [-0.02, 0.01, 0.01], [0.01, -0.01, -0.01], [-0.09, 0.14, -0.02], [-0.05, 0.13, -0.13], [0.08, -0.14, -0.05], [0.02, -0.05, 0.17], [0.17, 0.07, -0.17], [-0.05, -0.14, 0.05], [0.11, -0.13, -0.15], [-0.02, 0.10, 0.15]], "lowdin_charge": [1.163, -0.171, 0.312, -0.183, -0.171, -0.337, 0.598, -0.507, 0.611, -0.321, 0.378, -0.174, -0.161, -0.309, -0.274, -0.101, -0.101, -0.109, -0.083, -0.069, -0.275, -0.082, -0.094, -0.109, -0.095, -0.109, -0.280, -0.106, -0.099, -0.106, -0.086, -0.082, -0.289, -0.091, -0.089, -0.108, -0.096, -0.103, 0.026, -0.016, 0.007, 0.022, 0.007, 0.014, 0.032, 0.033, -0.005, 0.000, 0.022, 0.028, 0.020, 0.003, 0.029, -0.005, 0.077, 0.042, 0.110, 0.098, 0.093, 0.100, 0.094, 0.089, 0.095, 0.091, 0.096, 0.102, 0.094, 0.095, 0.092, 0.099, 0.092, 0.100, 0.102, 0.093, 0.094, 0.112, 0.561, -0.912, -0.088, -0.225, -0.191, 0.127, -0.236, -0.104, -0.639, 0.867, -0.260, 0.085, 0.107, 0.107, 0.005, -0.745, 0.100, 0.082, 0.876, -0.463, -0.166, -0.857], "gap_ev": 5.3296, "total_charge": -2, "total_energy_ev": -130274.5418, "e_homo_ev": -1.6, "lumo_ev": 3.76}